A cluster of 11 separate species, C22H44Cl22 in total at a distorted geometry, computed with the ωB97M-V functional and the def2-TZVPD basis.

Output
Kohn-Sham gap	10.60	eV
largest force on an atom	2.38	eV/Å
structure (SMILES)	ClCCCl.ClCCCl.ClCCCl.ClCCCl.ClCCCl.ClCCCl.ClCCCl.ClCCCl.ClCCCl.ClCCCl.ClCCCl
electronic energy	-10988.873396	Eh
ΔE to the lowest compared entry with this formula, charge and spin	51.9	kcal/mol

The geometry in ORCA input format:
```
! wB97M-V def2-TZVPD RIJCOSX def2/J DEFGRID3
* xyz 0 1
Cl -4.70380 -11.55549 17.70037
C -5.68791 -13.06717 17.41140
C -5.85122 -13.30743 15.91033
Cl -4.32425 -13.75810 15.00692
H -6.55617 -12.95251 18.06030
H -5.26253 -13.94469 17.89834
H -6.31806 -12.40531 15.51492
H -6.56050 -14.10904 15.70431
Cl -4.43989 -18.60090 19.48445
C -2.68310 -18.52101 19.22481
C -1.94639 -19.72386 19.81512
Cl -0.23139 -19.52201 19.74496
H -2.34960 -17.58266 19.66795
H -2.48211 -18.50987 18.15356
H -2.20703 -20.61991 19.25188
H -2.16789 -19.96741 20.85422
Cl -3.84878 -20.18858 14.49308
C -2.94539 -18.66973 14.68084
C -3.69753 -17.40732 14.40899
Cl -5.20833 -17.54187 15.41295
H -1.99676 -18.70725 14.14532
H -2.60045 -18.60943 15.71306
H -4.04475 -17.21955 13.39298
H -3.19870 -16.51877 14.79597
Cl -7.90857 -16.87166 11.57384
C -7.97697 -17.38646 13.27782
C -9.44454 -17.67868 13.69022
Cl -10.46197 -16.22079 13.34171
H -7.56006 -16.57950 13.88041
H -7.37417 -18.29181 13.34909
H -9.52902 -17.99669 14.72937
H -9.88207 -18.46153 13.07069
Cl 3.45848 -20.80866 13.12787
C 3.46393 -19.61303 14.44648
C 2.29055 -19.73387 15.53716
Cl 0.65962 -19.26641 14.92422
H 3.44985 -18.63080 13.97411
H 4.41655 -19.63383 14.97580
H 2.50139 -19.20668 16.46760
H 2.01053 -20.76537 15.75094
Cl -2.92254 -15.33035 18.22386
C -1.62931 -14.67571 17.16589
C -0.30038 -15.09128 17.78785
Cl 0.06180 -16.81852 17.72340
H -1.73257 -13.61427 16.94054
H -1.68240 -15.06917 16.15077
H -0.18923 -14.74101 18.81403
H 0.52466 -14.64849 17.22986
Cl -0.30444 -13.47234 13.94145
C 0.92710 -14.32765 12.99313
C 1.05343 -15.78596 13.30715
Cl -0.50669 -16.58647 12.91803
H 1.85378 -13.79855 13.21542
H 0.79463 -14.26168 11.91322
H 1.23376 -16.04311 14.35092
H 1.92423 -16.26722 12.86196
Cl -8.26354 -16.04880 16.76728
C -7.31628 -16.67109 18.12650
C -8.12555 -17.68748 18.97547
Cl -8.93195 -18.86323 17.89810
H -6.91779 -15.80997 18.66296
H -6.46253 -17.21548 17.72295
H -8.77334 -17.14653 19.66529
H -7.41831 -18.23834 19.59551
Cl 0.05484 -23.35922 15.14525
C -1.27122 -22.57600 16.11745
C -1.52824 -23.51645 17.34496
Cl -0.26166 -23.43796 18.53208
H -2.08616 -22.34810 15.43040
H -0.91932 -21.63201 16.53357
H -1.60363 -24.57733 17.10633
H -2.45954 -23.17186 17.79445
Cl -7.89625 -23.38179 16.58394
C -7.67530 -21.81442 17.20112
C -6.29718 -21.20835 16.89603
Cl -4.89061 -22.06804 17.78611
H -7.80681 -21.92996 18.27697
H -8.41281 -21.17873 16.71113
H -6.33127 -20.13708 17.09433
H -6.19530 -21.26766 15.81243
Cl -4.50443 -18.01201 10.68957
C -4.50969 -17.99394 8.95576
C -5.92642 -17.75928 8.32467
Cl -5.82286 -17.43311 6.55041
H -4.03121 -18.92758 8.66000
H -3.83845 -17.21635 8.59122
H -6.25667 -16.89810 8.90553
H -6.59377 -18.58971 8.55518
*
```

Atom charges from the Löwdin analysis, given in e for atoms 1 to 2:
1 Cl 0.51
2 C -0.63

=====

A cluster of 11 separate species, C47H78F6N4O26S2 in total at a distorted geometry, computed with the ωB97M-V functional and the def2-TZVPD basis.

Output
Kohn-Sham gap	7.29	eV
largest force on an atom	6.24	eV/Å
electronic energy	-5408.056566	Eh

The geometry in ORCA input format:
```
! wB97M-V def2-TZVPD RIJCOSX def2/J DEFGRID3
* xyz 0 1
O -0.63019 3.66807 -1.38101
H -1.09369 3.28995 -2.13186
H -0.16523 2.98817 -0.88791
H -1.29367 4.04519 -0.79862
C 1.90211 4.67486 1.28602
F 0.62957 4.84643 1.43171
F 2.39090 5.36830 0.21034
F 2.56612 4.98492 2.44340
S 2.09205 2.77890 1.02150
O 3.40948 2.71863 0.39184
O 2.06084 2.13818 2.33084
N 0.78260 2.24425 -0.03569
S 1.21802 0.70921 -0.10879
O 0.86700 0.36219 -1.47586
O 2.44445 0.09807 0.33721
C -0.22221 -0.16459 0.94892
F -1.42936 0.31559 0.63253
F -0.15970 -1.43269 0.70042
F 0.02015 0.11418 2.16651
C 5.59457 0.53678 4.93213
O 4.97479 -0.71816 4.53136
C 4.14217 -0.55937 3.33225
C 3.31428 -1.86419 2.89211
N 3.94695 -2.71866 1.88915
C 3.02112 -3.49170 1.08610
C 2.34488 -4.56881 1.92768
O 1.17462 -4.17256 2.74797
C 1.32795 -4.73592 4.04053
H 4.81574 1.26939 5.14376
H 6.36505 0.79326 4.20502
H 6.19356 0.31030 5.81418
H 4.68531 0.01833 2.58435
H 3.43348 0.16677 3.73049
H 2.24261 -1.67181 2.84132
H 3.16339 -2.50921 3.75773
H 4.68184 -3.29441 2.27455
H 3.74519 -4.03671 0.48047
H 2.35917 -2.92202 0.43387
H 3.13945 -5.11776 2.43308
H 1.95714 -5.44703 1.41143
H 1.78896 -5.69732 4.26701
H 0.34630 -5.14932 4.27197
H 1.35602 -4.08441 4.91393
C -3.59972 -2.08603 -0.81585
O -2.82686 -1.79959 -1.95727
C -3.43782 -1.89868 -3.18622
C -3.76877 -3.39702 -3.53612
N -4.23453 -3.51756 -4.97489
C -5.50457 -2.93045 -5.44956
C -6.70748 -3.59806 -4.82159
O -6.86151 -4.82824 -5.51113
C -8.05882 -5.47096 -5.28407
H -3.09936 -1.89747 0.13399
H -3.95267 -3.11615 -0.76701
H -4.47608 -1.45001 -0.94056
H -2.83522 -1.37347 -3.92725
H -4.37537 -1.38939 -2.96325
H -4.54676 -3.74949 -2.85892
H -3.02054 -4.09985 -3.16965
H -4.21102 -4.51115 -5.15466
H -5.49996 -3.14151 -6.51892
H -5.38014 -1.85887 -5.29359
H -7.52466 -3.04731 -5.28741
H -6.79389 -3.57824 -3.73520
H -8.82624 -4.97279 -5.87650
H -8.39210 -5.41180 -4.24796
H -7.87828 -6.46932 -5.68257
C -3.70951 2.75127 0.71850
O -3.16518 2.98183 -0.57789
C -3.31929 1.86874 -1.48873
C -3.33927 2.55195 -2.82356
N -2.04208 2.68201 -3.45511
C -1.43364 1.41864 -3.88806
C -0.28665 1.81167 -4.71819
O -0.51889 2.75267 -5.71455
C -1.51813 2.59691 -6.70126
H -3.41869 3.55438 1.39564
H -3.30763 1.85863 1.19786
H -4.79932 2.73259 0.71121
H -4.29415 1.40385 -1.34169
H -2.66098 1.01694 -1.31800
H -3.89976 3.48377 -2.74815
H -3.87797 1.89774 -3.50904
H -2.16233 3.28040 -4.25983
H -2.08642 0.74640 -4.44490
H -1.09807 0.97924 -2.94869
H 0.01463 0.89632 -5.22756
H 0.55191 1.92556 -4.03121
H -1.63403 3.52120 -7.26726
H -2.41779 2.34834 -6.13829
H -1.33142 1.73112 -7.33660
C 6.26435 -2.46602 -0.72061
C 5.00812 -1.89965 -0.88613
C 4.34498 -2.29368 -2.09186
C 4.88461 -3.26807 -2.89186
C 6.12928 -3.84738 -2.62532
C 6.83884 -3.39634 -1.52152
O 8.08578 -3.79873 -1.22505
O 3.17720 -1.71649 -2.48493
H 6.88798 -1.94009 -0.01287
H 4.61182 -1.10144 -0.27605
H 4.29257 -3.47700 -3.77063
H 6.44436 -4.65681 -3.26716
H 8.36508 -4.65384 -1.56028
H 3.10327 -0.77569 -2.30882
C -4.90276 -2.74611 4.04025
C -5.20891 -1.88188 2.95698
C -4.43466 -0.86276 2.52423
C -3.24295 -0.64587 3.18634
C -2.86075 -1.36906 4.29278
C -3.70087 -2.41895 4.67210
O -3.30382 -3.12018 5.80102
O -4.93566 -0.04483 1.59751
H -5.60740 -3.47709 4.40841
H -6.16125 -2.00941 2.46385
H -2.74878 0.21760 2.76609
H -2.00423 -1.14516 4.91135
H -3.30677 -4.07697 5.72259
H -5.79224 -0.27007 1.22719
C 4.65118 1.02782 -3.93088
C 4.55619 1.42296 -5.25238
C 3.96788 2.64202 -5.49644
C 3.45419 3.48663 -4.49408
C 3.65717 3.12726 -3.18270
C 4.25761 1.92721 -2.92878
O 4.85813 1.67776 -1.71196
O 4.01564 3.02753 -6.76747
H 5.20778 0.15249 -3.63025
H 4.89841 0.69842 -5.97649
H 2.95029 4.41690 -4.71104
H 3.34816 3.97410 -2.58792
H 4.22397 1.95916 -1.04846
H 3.54940 3.83739 -6.98734
C 1.71466 2.56963 7.25990
C 1.22614 2.56258 5.80839
O 0.48290 3.72754 5.62644
C 0.70909 4.59603 6.53339
O 0.22798 5.75057 6.57481
O 1.52247 3.98249 7.48488
H 2.73421 2.18540 7.29123
H 1.01933 1.97133 7.84868
H 0.56816 1.70570 5.66382
H 2.12195 2.49354 5.19124
C 1.63125 8.44904 3.35635
C 1.94824 9.24286 4.56155
O 0.92538 10.20865 4.51254
C 0.23249 10.22506 3.36658
O -0.62112 11.06065 2.96249
O 0.67882 9.24023 2.60701
H 1.24550 7.43716 3.48051
H 2.51348 8.40450 2.71776
H 2.87939 9.77752 4.37394
H 1.96683 8.69281 5.50241
C -2.01569 -4.39618 2.14262
C -1.07482 -4.79298 0.92525
O -1.04964 -6.20183 1.10720
C -2.14952 -6.56570 1.70920
O -2.54378 -7.71314 1.78200
O -2.75662 -5.55091 2.22330
H -2.69675 -3.56627 1.95417
H -1.44508 -4.18757 3.04760
H -0.14729 -4.22169 0.88769
H -1.60787 -4.60477 -0.00670
*
```

Atom charges from the Löwdin analysis, given in e for atoms 1 to 2:
1 O 0.25
2 H 0.06

=====

> Number 2 is which compound?

C47H78F6N4O26S2